# 1
{"formula": "C21H17N5O2PS", "method": "the ωB97M-V functional and the def2-TZVPD basis", "total_charge": 1, "lumo_energy_ha": -0.1286, "mol_weight_g_mol": 434.4, "homo_ev": -11.419, "e_tot_ev": -53716.33827, "elements": ["S", "P", "O", "O", "N", "N", "N", "N", "N", "C", "C", "C", "C", "C", "C", "C", "C", "C", "C", "C", "C", "C", "C", "C", "C", "C", "C", "C", "C", "C", "H", "H", "H", "H", "H", "H", "H", "H", "H", "H", "H", "H", "H", "H", "H", "H", "H"], "positions_angstrom": [[5.4893, 1.0618, -1.7494], [4.2364, 2.2368, -0.9096], [-1.4317, -3.6998, -1.4581], [-2.4195, -3.3148, 3.7909], [1.5497, 2.8494, -1.5227], [0.8346, 0.9246, -2.2616], [2.5884, 1.9848, -1.4893], [1.8420, 4.3621, 0.2231], [-0.7434, 2.7124, -2.0727], [-1.5267, -2.3172, 0.4432], [-2.1729, -3.4157, 2.6093], [-1.9772, -4.8300, 0.5409], [-1.7263, -0.9758, 2.4372], [1.7086, 4.2166, -1.0813], [2.1062, 0.8306, -1.9917], [-2.0479, -6.0665, -0.0877], [-1.1525, -1.1911, -0.2779], [1.7394, 5.2190, -2.0326], [-2.2189, -4.7311, 1.9147], [-1.3568, 0.1453, 1.7148], [2.0721, 6.7147, -0.1975], [-2.5118, -5.8722, 2.6498], [-2.5709, -7.1032, 2.0191], [0.4729, 2.1744, -1.9622], [-2.3443, -7.1996, 0.6503], [2.0236, 5.6088, 0.6498], [1.9254, 6.5146, -1.5639], [-1.0643, 0.0337, 0.3583], [-1.6308, -3.6283, -0.2638], [-1.8045, -2.2109, 1.8057], [-0.7697, 0.9061, -0.2049], [1.9731, 7.3554, -2.2351], [-2.3973, -8.1621, 0.1599], [2.2283, 7.6938, 0.2186], [2.1382, 5.7500, 1.7117], [-1.9530, -0.9024, 3.4916], [-2.7956, -7.9914, 2.5937], [-0.9303, -1.2818, -1.3325], [-1.8679, -6.1349, -1.1512], [4.1101, 2.0380, 0.4681], [4.4684, 3.5970, -1.1395], [1.6263, 5.0433, -3.0884], [-1.1289, 3.2654, -1.3291], [-1.2939, 1.1065, 2.2089], [-2.6910, -5.7903, 3.7126], [2.7285, -0.0360, -2.1106], [-1.3338, 2.5102, -2.8586]]}



# 2
{"formula": "CH3N5", "method": "the ωB97M-V functional and the def2-TZVPD basis", "lumo_energy_ha": 0.0440, "smiles": "Nc1nn[nH]n1", "mol_weight_g_mol": 85.1, "homo_ev": -9.068, "e_tot_ev": -8534.15365, "elements": ["N", "N", "N", "N", "N", "C", "H", "H", "H"], "positions_angstrom": [[0.0844, 0.9690, -0.4728], [1.6254, -0.2777, 0.0438], [1.3531, 0.8811, -0.4839], [0.5613, -1.0146, 0.4418], [-1.7248, 0.0128, 0.2316], [-0.3937, -0.1718, 0.1159], [-1.6824, 0.9096, -0.3016], [-2.4011, -0.7352, 0.3022], [2.5777, -0.5732, 0.1231]]}



# 3
{"formula": "C6H13NO", "method": "the ωB97M-V functional and the def2-TZVPD basis", "lumo_energy_ha": 0.0357, "smiles": "C=CC(=C)CCN.O", "mol_weight_g_mol": 115.2, "homo_ev": -9.162, "e_tot_ev": -9969.35144, "elements": ["O", "N", "C", "C", "C", "C", "C", "C", "H", "H", "H", "H", "H", "H", "H", "H", "H", "H", "H", "H", "H"], "positions_angstrom": [[0.3104, 3.0584, 0.7488], [0.8904, 1.0476, -1.2908], [-0.2739, -0.4313, 2.2527], [0.8589, -2.2634, 0.1463], [-0.8817, -0.8928, 1.1804], [-0.1694, -1.4342, 0.0102], [-0.6352, -0.9410, -1.3358], [-0.4882, 0.5754, -1.4464], [-1.9557, -0.7760, 1.1294], [-0.8541, 0.9110, -2.4110], [-1.0950, 1.0357, -0.6636], [-0.0893, -1.4731, -2.1077], [1.3430, -2.5776, -0.7680], [1.3324, 0.5346, -0.5371], [-1.6904, -1.2163, -1.4255], [0.7345, 3.9099, 0.6111], [0.4665, 2.4988, -0.0307], [-0.8436, -0.0336, 3.0798], [0.8046, -0.3734, 2.3440], [1.4044, 0.9806, -2.1549], [1.2790, -2.6695, 1.0521]]}



# 4
{"formula": "C16H25BN2O4", "method": "the ωB97M-V functional and the def2-TZVPD basis", "lumo_energy_ha": 0.0187, "smiles": "N[C@@]1(C(=O)O)C[C@@H](NCc2ccccc2)C[C@@H]1CCCB(O)O", "mol_weight_g_mol": 320.2, "homo_ev": -8.685, "e_tot_ev": -28845.67088, "elements": ["O", "O", "O", "O", "N", "N", "C", "C", "C", "C", "C", "C", "C", "C", "C", "C", "C", "C", "C", "C", "C", "C", "B", "H", "H", "H", "H", "H", "H", "H", "H", "H", "H", "H", "H", "H", "H", "H", "H", "H", "H", "H", "H", "H", "H", "H", "H", "H"], "positions_angstrom": [[1.1431, 1.7783, 1.3102], [-3.2932, 1.7128, -1.7964], [-1.7712, 2.9475, -3.0247], [0.4957, 1.7994, 3.6350], [-0.0550, -2.0627, -1.2492], [0.2909, 2.4082, -1.4814], [-0.8386, 1.4533, -1.4341], [-2.3029, 1.7933, 0.7425], [3.7044, -3.6017, 1.6225], [-1.9814, 2.0974, -2.1420], [-1.8375, 3.2242, 0.8954], [-1.2987, 0.8898, -0.0153], [2.9977, -2.5774, 1.0709], [-0.3838, 0.2419, -2.2908], [-1.8472, -0.5624, -0.4141], [1.1286, -1.5974, -0.3984], [1.8987, -4.0192, -0.4524], [2.5929, -5.1176, 0.0918], [-0.6767, 3.3538, 1.9096], [-1.0347, -1.0456, -1.6440], [3.4542, -4.8930, 1.1318], [2.0509, -2.7268, 0.0726], [0.3749, 2.2587, 2.3263], [-0.3948, 0.7800, 0.6000], [-0.5267, -2.8044, -0.7411], [1.8579, -0.8617, -0.8255], [-3.8449, 2.3669, -2.3257], [-2.5640, 1.4009, 1.7101], [3.7982, -5.7393, 1.7513], [1.0398, 1.0118, 3.8874], [0.6934, -1.0755, 0.5268], [4.3730, -3.2470, 2.4034], [0.6804, 0.0653, -2.3447], [0.8983, 2.2100, 0.4459], [-1.6341, -1.4279, -2.4381], [-1.7655, -1.1456, 0.5204], [-3.2778, 1.8725, 0.2166], [-0.7184, 0.2065, -3.3292], [1.1509, -4.1962, -1.1649], [2.3358, -6.0801, -0.2555], [-0.1074, 4.2817, 1.7016], [-2.7336, 3.8841, 1.1043], [-1.2053, 3.3715, 2.8693], [-0.0140, 3.3312, -1.1322], [-1.5035, 3.5658, -0.1271], [0.5743, 2.5397, -2.4748], [-2.9030, -0.4206, -0.5982], [2.9802, -1.6445, 1.5543]]}



# 5
{"formula": "C15H19BaN4O6P", "method": "the ωB97M-V functional and the def2-TZVPD basis", "lumo_energy_ha": -0.0489, "mol_weight_g_mol": 519.6, "homo_ev": -5.803, "e_tot_ev": -44090.14336, "elements": ["Ba", "P", "O", "O", "O", "O", "O", "O", "N", "N", "N", "N", "C", "C", "C", "C", "C", "C", "C", "C", "C", "C", "C", "C", "C", "C", "C", "H", "H", "H", "H", "H", "H", "H", "H", "H", "H", "H", "H", "H", "H", "H", "H", "H", "H", "H"], "positions_angstrom": [[-0.9785, -0.0789, -0.6980], [2.6448, 2.6846, 0.4167], [-4.5078, -0.4844, -0.6990], [0.1919, -0.0948, 1.6755], [-3.7131, 0.1142, 4.4135], [-1.1885, 0.1735, 6.1434], [1.0401, 0.6784, 4.2665], [-2.7942, -0.2940, 1.6417], [2.0933, -1.6494, -3.7087], [-0.0658, -3.7303, -3.3400], [1.1458, -0.3295, -2.1546], [-1.0345, -2.5043, -1.7303], [1.0661, -1.5588, -2.8177], [-1.9800, -0.1712, 2.6026], [2.1755, 0.3620, -2.8083], [0.0006, -2.5801, -2.6311], [3.9399, 1.9944, 1.5958], [3.1605, 4.4485, 0.2810], [-1.1996, -4.4545, -2.9194], [1.2764, 2.8823, 1.6044], [-0.0509, 0.2178, 4.0777], [-2.5223, 0.0647, 4.0637], [-1.2892, 0.1257, 4.9393], [-0.6015, -0.0234, 2.7087], [-1.7402, -3.6864, -1.8889], [-5.6961, -1.2659, -0.7965], [2.8040, -0.4228, -3.7057], [4.3054, 0.9965, 1.3035], [4.8605, 2.6158, 1.6277], [3.4680, 1.9288, 2.5569], [-5.4632, -2.2874, -0.5214], [2.4091, 1.4109, -2.6126], [1.2674, 2.0600, 2.3317], [3.6816, -0.2599, -4.3499], [-4.2829, -0.3198, 0.1928], [0.2995, 2.9360, 1.0744], [-1.4766, -5.4058, -3.3741], [2.2381, -2.4276, -4.3817], [-2.6385, -3.8596, -1.2493], [4.1004, 4.4469, -0.3029], [2.4077, 5.0377, -0.3018], [-6.4047, -0.8595, -0.0601], [0.5761, -4.0663, -4.0187], [1.4294, 3.8838, 2.0767], [3.1767, 4.9587, 1.2505], [-6.1308, -1.2066, -1.7739]]}



# 6
{"formula": "C9H14O", "method": "the ωB97M-V functional and the def2-TZVPD basis", "lumo_energy_ha": 0.0305, "smiles": "Cc1ccc(O)cc1.CC", "mol_weight_g_mol": 138.2, "homo_ev": -8.172, "e_tot_ev": -11604.46517, "elements": ["O", "C", "C", "C", "C", "C", "C", "C", "C", "C", "H", "H", "H", "H", "H", "H", "H", "H", "H", "H", "H", "H", "H", "H"], "positions_angstrom": [[-1.4720, -2.6798, -0.9054], [-0.3822, 0.5189, 0.4391], [-2.5613, -0.6503, -0.9737], [-0.9798, 2.7743, -0.5014], [2.4438, -1.2464, 0.3293], [-2.4442, 0.8109, -0.9849], [-1.2969, 1.3410, -0.2153], [2.5305, -0.3335, 1.5597], [-0.5014, -0.8675, 0.3266], [-1.5475, -1.3750, -0.4382], [3.2898, -1.7394, -0.0795], [1.6875, 0.2833, 1.7313], [0.1982, -1.3794, 0.9611], [-0.7177, -3.1919, -0.5221], [-1.6338, 3.4185, -1.0008], [-2.9379, 1.4348, -1.7189], [0.3490, 0.8866, 0.9300], [1.7342, -1.9960, 0.4681], [2.3380, -0.6725, -0.6064], [3.1412, 0.4241, 1.3903], [-0.1664, 2.8811, -1.3754], [2.7993, -0.8319, 2.4129], [-0.6305, 3.3674, 0.4622], [-3.2400, -1.1772, -1.6886]]}